[1]
Molecular formula: C16H40CrO18S5
Method: DFT, ωB97M-V with the def2-TZVPD basis set

Computed properties:
total charge: +1
orbital gap (alpha / beta): 8.87 / 7.27 eV
HOMO (alpha / beta): -10.759 / -12.807 eV
multiplicity: 6

Last column: Mulliken spin population.
Atoms and positions in Å:
Cr (-14.8603, 5.8713, -27.4301)  3.983
C (-14.2832, 8.1045, -28.6312)  0.016
O (-14.6535, 8.0065, -27.4672)  0.222
O (-14.2041, 9.1433, -29.2907)  0.490
O (-14.0440, 6.9489, -29.0615)  0.307
O (-15.3882, 6.4324, -23.3276)  0.005
S (-16.3048, 6.7573, -24.4298)  0.007
O (-16.0696, 6.2354, -25.7818)  -0.023
O (-17.9116, 6.5138, -23.9653)  0.006
C (-18.3844, 5.2062, -24.0231)  0.002
C (-18.8304, 4.7799, -25.4302)  -0.003
C (-16.4229, 8.6448, -24.6679)  0.000
H (-19.2270, 5.1664, -23.3327)  0.000
H (-17.6440, 4.5381, -23.5833)  -0.001
H (-19.0574, 3.7176, -25.5196)  0.000
H (-17.9718, 4.8125, -26.1009)  0.009
H (-19.6747, 5.3035, -25.8787)  0.000
H (-17.1009, 8.8027, -25.5066)  -0.001
H (-15.4087, 8.9523, -24.9223)  0.001
H (-16.7802, 9.0789, -23.7341)  0.000
O (-10.7750, 6.2184, -25.7839)  0.001
S (-11.9947, 5.4448, -25.3886)  0.019
O (-13.3428, 5.8718, -25.8225)  0.000
O (-11.7446, 3.8348, -25.7372)  -0.001
C (-10.4140, 3.3296, -25.7412)  0.000
C (-10.3898, 1.8378, -25.6558)  0.000
C (-12.1663, 5.1264, -23.5873)  0.003
H (-9.8230, 3.7491, -24.9271)  0.000
H (-10.0160, 3.7933, -26.6438)  0.000
H (-9.4129, 1.4248, -25.9074)  0.000
H (-11.1009, 1.3424, -26.3168)  0.000
H (-10.6660, 1.5227, -24.6496)  0.000
H (-12.1881, 6.1444, -23.1983)  0.000
H (-11.3369, 4.5060, -23.2477)  0.000
H (-13.0973, 4.6011, -23.3744)  0.000
O (-16.8843, 1.9931, -26.1507)  -0.001
S (-15.5418, 2.6314, -26.2681)  0.004
O (-15.4735, 3.9394, -26.9616)  0.061
O (-14.8818, 2.8017, -24.7800)  0.011
C (-14.9086, 1.6947, -23.9369)  0.000
C (-15.9226, 2.1240, -22.8526)  0.000
C (-14.4243, 1.4289, -27.1221)  0.001
H (-13.9539, 1.3886, -23.5091)  0.000
H (-15.2227, 0.7671, -24.4154)  0.000
H (-15.6777, 3.0644, -22.3587)  0.000
H (-15.8938, 1.4133, -22.0267)  0.000
H (-16.9587, 2.1498, -23.1902)  0.000
H (-14.0709, 1.7955, -28.0859)  -0.001
H (-14.9305, 0.4644, -27.0818)  0.001
H (-13.5610, 1.3984, -26.4573)  0.000
O (-19.0308, 6.0017, -29.5842)  0.005
S (-17.5474, 6.0504, -29.6696)  0.002
O (-16.6517, 5.7236, -28.5592)  -0.060
O (-17.1272, 5.1585, -31.0831)  0.002
C (-17.6785, 3.8725, -31.2547)  0.000
C (-17.0701, 2.8099, -30.3954)  -0.003
C (-17.1904, 7.7894, -30.3410)  0.003
H (-17.4938, 3.7330, -32.3199)  0.000
H (-18.7475, 3.9594, -31.0603)  0.000
H (-17.0854, 3.1929, -29.3751)  0.003
H (-16.0451, 2.6476, -30.7290)  0.001
H (-17.5087, 1.8135, -30.4489)  0.000
H (-17.0238, 8.4295, -29.4746)  -0.002
H (-17.9734, 8.2180, -30.9665)  -0.001
H (-16.1845, 7.7677, -30.7603)  -0.004
O (-13.3183, 4.4051, -28.1843)  -0.078
S (-12.1790, 3.8819, -28.9398)  -0.001
O (-11.4917, 2.6505, -28.6404)  0.002
O (-12.8246, 3.6609, -30.4738)  0.001
C (-13.6865, 4.6164, -31.1636)  0.005
C (-14.0122, 4.0385, -32.4857)  0.000
C (-10.9318, 5.2389, -29.3464)  0.000
H (-13.1901, 5.5733, -31.3246)  0.001
H (-14.6473, 4.6901, -30.6542)  0.007
H (-13.0773, 4.0988, -33.0428)  0.000
H (-14.6385, 4.7426, -33.0336)  0.000
H (-14.3737, 3.0204, -32.6302)  0.000
H (-10.5471, 5.6285, -28.4039)  -0.001
H (-11.4892, 5.9714, -29.9303)  -0.002
H (-10.1315, 4.7300, -29.8837)  0.000

***

[2]
Molecular formula: C16H40IrN6O
Method: DFT, ωB97M-V with the def2-TZVPD basis set

Computed properties:
ΔE to the lowest compared entry with this formula, charge and spin: 424.5 kJ/mol
total charge: +2
orbital gap (alpha / beta): 5.65 / 6.47 eV
HOMO (alpha / beta): -12.762 / -13.020 eV
multiplicity: 2

Last column: natural (NBO) charge in e.
Atoms and positions in Å:
Ir (-0.2678, 0.1284, 0.1661)  0.938
C (1.1522, 1.7199, -3.0083)  -0.436
C (0.5812, 0.3046, -3.1705)  -0.222
N (-0.5096, -0.0966, -2.2774)  -0.622
C (-0.9680, -1.4406, -2.6681)  -0.235
C (-1.8315, -2.1211, -1.6079)  -0.234
N (-1.2211, -2.0757, -0.2756)  -0.608
C (-0.3981, -3.2224, 0.1440)  -0.218
C (0.8941, -3.5351, -0.6129)  -0.436
C (1.8771, -2.4115, -0.9897)  -0.222
N (1.8570, -1.1677, -0.2162)  -0.600
C (2.9295, -0.2902, -0.7057)  -0.236
C (2.7715, 1.1689, -0.2686)  -0.234
N (1.3975, 1.6736, -0.4342)  -0.667
C (1.0561, 2.4218, -1.6536)  -0.219
H (0.6566, 2.3913, -3.7114)  0.240
H (2.1963, 1.6729, -3.3157)  0.231
H (1.3811, -0.4204, -3.0340)  0.193
H (0.2554, 0.2055, -4.2143)  0.214
H (-1.2775, 0.5629, -2.4035)  0.380
H (-0.0893, -2.0579, -2.8463)  0.208
H (-1.5327, -1.4062, -3.6075)  0.223
H (-2.0102, -3.1520, -1.9294)  0.222
H (-2.8001, -1.6217, -1.5548)  0.201
H (-1.9715, -2.0475, 0.4121)  0.385
H (-1.0020, -4.1390, 0.1026)  0.213
H (-0.1530, -3.0401, 1.1904)  0.203
H (0.6509, -4.0614, -1.5377)  0.229
H (1.4083, -4.2582, 0.0216)  0.242
H (1.7165, -2.1392, -2.0322)  0.189
H (2.8831, -2.8512, -0.9438)  0.213
H (2.0117, -1.4026, 0.7630)  0.400
H (2.9295, -0.3275, -1.7935)  0.203
H (3.9133, -0.6423, -0.3727)  0.221
H (3.4917, 1.7749, -0.8324)  0.220
H (3.0264, 1.2514, 0.7906)  0.205
H (1.2473, 2.3490, 0.3125)  0.394
H (1.6890, 3.3174, -1.7322)  0.214
H (0.0310, 2.7685, -1.5024)  0.196
N (-2.5743, 0.9939, 0.1217)  -0.810
C (-2.8845, 2.4358, 0.1753)  -0.220
C (-2.5746, 3.0500, 1.5367)  -0.422
C (-1.0905, 3.2252, 1.8388)  -0.220
N (-0.3860, 1.9424, 1.9942)  -0.862
H (-3.0197, 0.6105, -0.7088)  0.382
H (-3.0315, 0.5553, 0.9214)  0.381
H (-3.9491, 2.5976, -0.0358)  0.213
H (-2.3123, 2.9437, -0.6020)  0.195
H (-3.0351, 2.4489, 2.3244)  0.201
H (-3.0346, 4.0375, 1.5723)  0.254
H (-1.0048, 3.8083, 2.7621)  0.204
H (-0.6182, 3.8007, 1.0396)  0.190
H (-0.8530, 1.4091, 2.7237)  0.365
H (0.5454, 2.1288, 2.3609)  0.373
C (1.7610, -0.7882, 3.5326)  -0.250
O (0.9371, -1.4706, 2.5882)  -0.614
C (-0.2705, -0.9179, 2.2618)  0.471
C (-1.4091, -1.1278, 3.2118)  -0.820
H (2.5026, -1.5088, 3.8659)  0.235
H (1.1785, -0.4320, 4.3833)  0.196
H (2.2561, 0.0627, 3.0507)  0.180
H (-1.0762, -0.9578, 4.2423)  0.270
H (-1.7781, -2.1594, 3.1783)  0.286
H (-2.2503, -0.4710, 3.0100)  0.235

***

[3]
Molecular formula: C16H40N6O6P4S
Method: DFT, ωB97M-V with the def2-TZVPD basis set

Computed properties:
total charge: 0
orbital gap: 6.30 eV
HOMO: -8.305 eV
SMILES: O=[PH2]C1=C([PH2]=S)C(=O)OC1=O.CN(C)P(=O)(N(C)C)N(C)C.CN(C)P(=O)(N(C)C)N(C)C

Last column: Mulliken charge in e.
Atoms and positions in Å:
O (-3.3676, 4.4200, 1.4051)  -0.678
P (-1.9528, 4.0154, 1.5313)  0.580
C (-1.8321, 2.3394, 2.2223)  0.341
C (-1.3875, 1.9891, 3.4326)  0.169
P (-0.7762, 3.0213, 4.7882)  0.132
S (1.1040, 3.4746, 4.6144)  -0.370
C (-1.4552, 0.5031, 3.5657)  0.280
O (-1.1563, -0.1747, 4.4843)  -0.465
O (-1.9212, 0.0003, 2.3590)  -0.149
C (-2.2414, 1.0566, 1.5487)  0.238
O (-2.7902, 0.9887, 0.4999)  -0.473
H (-1.2860, 4.0086, 0.2909)  0.045
H (-1.2950, 4.8366, 2.4653)  0.051
H (-1.0151, 2.3247, 5.9805)  0.108
H (-1.5665, 4.1814, 4.7535)  0.124
O (1.0896, -3.8185, 2.3245)  -0.843
P (-0.2647, -4.4161, 2.0856)  0.709
N (-0.6360, -4.9938, 3.6520)  0.065
C (-1.4834, -6.1240, 3.9574)  -0.826
C (-0.8521, -3.9229, 4.6202)  -1.175
N (0.2334, -5.7123, 1.0092)  0.194
C (0.4940, -7.0425, 1.5402)  -1.145
C (1.3523, -5.3300, 0.1477)  -1.114
N (-1.9229, -4.4375, 1.4829)  0.156
C (-2.4464, -5.4906, 0.6327)  -0.896
C (-2.2669, -3.1204, 0.9003)  -0.835
H (-2.5546, -5.9114, 3.8191)  0.294
H (-1.3341, -6.4112, 5.0003)  0.373
H (-1.2287, -7.0047, 3.3754)  0.165
H (-1.8255, -3.4305, 4.4743)  0.339
H (-0.0761, -3.1626, 4.5270)  0.339
H (-0.7998, -4.3081, 5.6390)  0.381
H (1.1321, -7.0286, 2.4337)  0.347
H (0.9826, -7.6563, 0.7816)  0.389
H (-0.4307, -7.5756, 1.7687)  0.279
H (2.3171, -5.3895, 0.6636)  0.323
H (1.2374, -4.3103, -0.2187)  0.360
H (1.3860, -5.9918, -0.7212)  0.359
H (-1.9178, -5.5939, -0.3179)  0.291
H (-3.4919, -5.2576, 0.4153)  0.410
H (-2.4565, -6.4506, 1.1471)  0.251
H (-1.7332, -2.9432, -0.0420)  0.362
H (-1.9971, -2.3242, 1.5967)  0.091
H (-3.3379, -3.0332, 0.7158)  0.421
O (0.0304, 4.4848, -1.9138)  -0.791
P (1.2181, 4.2160, -2.7922)  0.709
N (0.8458, 5.2067, -4.1332)  0.112
C (1.2556, 4.9695, -5.4998)  -0.797
C (0.9075, 6.6328, -3.8286)  -1.132
N (0.8861, 2.5240, -3.1239)  0.218
C (0.1663, 2.1426, -4.3321)  -1.181
C (0.2754, 1.8343, -1.9867)  -1.219
N (2.9363, 4.0425, -3.1572)  0.029
C (3.4918, 2.8589, -3.7901)  -0.863
C (3.7548, 4.3873, -1.9714)  -1.059
H (2.3192, 5.1897, -5.6764)  0.289
H (0.6696, 5.6080, -6.1637)  0.378
H (1.0551, 3.9534, -5.8242)  0.146
H (1.9459, 6.9875, -3.7437)  0.335
H (0.4029, 6.8421, -2.8846)  0.279
H (0.3974, 7.2136, -4.5971)  0.383
H (-0.7378, 2.7425, -4.4978)  0.365
H (-0.1262, 1.0932, -4.2740)  0.378
H (0.8022, 2.2002, -5.2168)  0.306
H (-0.8017, 2.0264, -1.9092)  0.350
H (0.7359, 2.1409, -1.0465)  0.335
H (0.4235, 0.7572, -2.0901)  0.435
H (3.3416, 1.9410, -3.2181)  0.277
H (4.5675, 3.0143, -3.9050)  0.426
H (3.1012, 2.7257, -4.7978)  0.234
H (3.6666, 3.6339, -1.1797)  0.348
H (3.4333, 5.3492, -1.5601)  0.343
H (4.8066, 4.4890, -2.2386)  0.372

***

Q: Among the records above, which one has the lowest total charge?
A: C16H40N6O6P4S